Molecular formula: C16H33N4O2
Method: DFT, ωB97M-V/def2-TZVPD

Atoms and positions in Å:
C1 -3.343 -4.780 1.751
O1 -1.897 -4.736 1.444
C2 -1.554 -5.743 0.426
C3 -0.760 -5.146 -0.882
C4 -1.331 -3.702 -1.430
C5 0.020 -2.811 -1.856
C6 -0.487 -1.670 -2.951
C7 0.174 -0.171 -2.669
C8 -0.919 0.888 -2.016
C9 -1.265 0.541 -0.433
C10 -2.207 1.732 0.190
C11 -1.419 2.810 1.141
C12 0.160 3.055 0.744
N1 0.786 3.912 1.821
N2 0.278 4.449 2.994
N3 1.154 5.223 3.740
N4 2.386 5.265 3.106
C13 2.209 4.424 1.836
C14 3.457 4.274 0.784
C15 3.639 2.783 0.127
C16 3.563 1.549 1.242
O2 2.776 2.536 -1.062
H1 -3.986 -4.002 1.143
H2 -3.444 -4.445 2.892
H3 -3.818 -5.853 1.686
H4 -0.812 -6.512 0.955
H5 -2.472 -6.359 0.038
H6 0.390 -5.056 -0.644
H7 -0.883 -5.948 -1.756
H8 -1.990 -3.141 -0.629
H9 -1.927 -3.844 -2.444
H10 0.545 -2.319 -0.927
H11 0.738 -3.605 -2.383
H12 -0.149 -2.080 -4.009
H13 -1.656 -1.617 -2.888
H14 0.567 0.314 -3.672
H15 1.021 -0.332 -1.874
H16 -0.657 2.017 -2.206
H17 -1.938 0.692 -2.606
H18 -1.944 -0.438 -0.471
H19 -0.326 0.265 0.209
H20 -3.005 1.190 0.894
H21 -2.868 2.273 -0.644
H22 -1.565 2.580 2.303
H23 -1.959 3.863 0.978
H24 0.799 2.079 0.651
H25 0.278 3.650 -0.282
H26 -0.699 4.356 3.349
H27 3.445 5.142 -0.036
H28 4.449 4.480 1.415
H29 4.756 2.741 -0.292
H30 3.502 1.950 2.353
H31 4.589 0.942 1.189
H32 2.724 0.781 0.964
H33 2.874 1.552 -1.303

As for the SMILES: COCCCCCCCCCCCN1NN=[N+]=C1C[C@@H](C)O. For the highest occupied orbital energy, the calculation gives -11.36 eV. As for the spin multiplicity: 1. The charge is +1.

***

Molecular formula: C24H36Cl2FI2N2O5PYb
Method: DFT, ωB97M-V/def2-TZVPD

Atoms and positions in Å:
C1 3.670 1.028 2.829
C2 3.093 1.718 1.642
C3 2.072 0.931 0.658
I1 2.490 -1.117 1.371
C4 2.527 0.805 -0.948
Cl1 3.833 -0.499 -1.279
O1 3.470 1.961 -0.971
C5 4.486 1.696 -1.918
N1 5.158 1.848 -2.964
C6 1.244 0.861 -1.964
C7 1.108 -0.664 -2.548
O2 0.973 -1.680 -1.537
C8 0.255 -2.847 -2.009
C9 1.134 -3.826 -2.958
C10 1.370 1.662 -3.338
I2 -0.492 1.743 -4.549
C11 1.932 3.145 -3.394
C12 2.879 3.309 -4.724
N2 0.158 1.228 -0.955
F1 -0.121 2.555 -1.306
C13 -1.273 0.694 -1.211
O3 -1.654 -0.501 -1.061
O4 -2.290 1.573 -1.626
C14 0.565 1.466 0.529
C15 -0.452 0.753 1.550
C16 -0.078 0.726 3.100
C17 -0.852 -0.505 3.860
C18 -0.344 -1.963 3.426
C19 -2.454 -0.352 3.838
C20 -3.173 -0.880 2.500
C21 -4.343 -1.948 2.732
C22 -4.912 -2.541 1.530
C23 -5.404 -1.557 0.338
C24 -5.050 -4.114 1.270
P1 0.225 3.370 0.798
O5 0.160 3.765 2.452
Cl2 1.894 4.545 0.111
H1 3.119 1.111 3.828
H2 4.644 0.420 2.742
H3 3.469 2.779 1.474
H4 0.150 -0.794 -3.194
H5 1.976 -0.963 -3.231
H6 -0.765 -2.617 -2.489
H7 0.010 -3.472 -1.064
H8 0.576 -3.938 -3.966
H9 2.218 -3.457 -3.096
H10 1.165 -4.899 -2.519
H11 2.069 1.028 -4.016
H12 2.420 3.594 -2.473
H13 1.040 3.854 -3.617
H14 3.627 4.178 -4.630
H15 2.139 3.517 -5.592
H16 3.467 2.359 -4.974
H17 -0.509 -0.359 1.221
H18 -1.488 1.273 1.477
H19 1.025 0.596 3.361
H20 -0.434 1.651 3.703
H21 -0.537 -0.382 4.972
H22 0.747 -2.059 3.774
H23 -0.499 -2.214 2.323
H24 -0.940 -2.743 4.043
H25 -2.746 0.732 4.120
H26 -2.866 -1.002 4.709
H27 -2.430 -1.346 1.762
H28 -3.611 0.055 1.965
H29 -4.797 -2.253 3.738
H30 -4.802 -1.808 -0.622
H31 -5.154 -0.469 0.587
H32 -6.508 -1.729 0.060
H33 -4.236 -4.650 1.889
H34 -6.101 -4.540 1.439
H35 -4.758 -4.287 0.159
H36 0.998 3.485 2.898
Yb1 6.521 2.958 -4.037

For the highest occupied orbital energy, the calculation gives -10.13 eV. As for the spin multiplicity: 1. The charge is +2.

***

Molecular formula: C5H16N2O
Method: DFT, ωB97M-V/def2-TZVPD

Atoms and positions in Å:
C1 0.744 -3.051 0.020
C2 0.528 -1.435 -0.045
N1 0.638 -1.151 -1.534
C3 -0.927 -1.084 0.414
N2 -0.959 0.291 1.023
C4 -1.175 1.450 0.093
C5 -2.028 0.286 2.083
H1 -0.034 -3.447 -0.706
H2 1.703 -3.219 -0.358
H3 0.457 -3.463 0.914
H4 1.458 -1.069 0.467
H5 1.588 -1.130 -1.672
H6 0.250 -0.137 -1.698
H7 -1.680 -1.326 -0.401
H8 -1.042 -1.859 1.258
H9 -1.607 2.368 0.561
H10 -0.152 1.901 -0.293
H11 -1.860 1.178 -0.763
H12 -2.307 1.223 2.416
H13 -1.673 -0.319 2.986
H14 -2.876 -0.123 1.471
O1 3.267 4.681 -2.142
H15 3.920 4.427 -2.763
H16 3.766 5.006 -1.330

As for the SMILES: C[C@@H](N)CN(C)C.O. For the highest occupied orbital energy, the calculation gives -8.39 eV. As for the spin multiplicity: 1. The charge is 0.

***

| no. | gap between HOMO and LUMO (eV) |
| --- | --- |
| 1 | 6.8 |
| 2 | 1.1 |
| 3 | 9.2 |